Entry from the Open Molecules 2025 dataset: 2 unconnected molecules or ions with the total composition C4H8NO3 at a distorted geometry (ωB97M-V/def2-TZVPD).

highest occupied orbital energy = -0.156 hartree
orbital gap = 7.977 eV
energy relative to the best compared isomer or geometry (same formula, charge and spin) = 166.6 kJ/mol
E_tot = -437.7420 Eh
E_LUMO = 3.72 eV

Geometry as ORCA input:
```
! wB97M-V def2-TZVPD RIJCOSX def2/J DEFGRID3
* xyz -1 1
C -0.02 0.72 -2.44
C 1.19 1.16 -1.67
O 1.97 2.02 -1.97
N 1.60 0.55 -0.50
H 2.52 0.40 -0.22
H 0.91 0.10 0.05
H -0.75 -0.09 -2.18
H 0.46 0.33 -3.39
H -0.62 1.60 -2.61
C -1.22 -0.49 2.47
C -0.73 -1.63 1.62
O -0.72 -2.78 2.08
O -0.38 -1.30 0.48
H -2.21 -0.68 2.65
H -0.96 0.49 2.08
H -1.03 -0.38 3.56
*
```

So, what does the natural (NBO) scheme give us? The charges, in e, come out as: -0.72 0.68 -0.64 -0.85 0.38 0.43 0.26 0.23 0.22 -0.74 0.76 -0.77 -0.82 0.21 0.20 0.19